1.
Here is a molecular structure, C31H47BrFeN2P2 in a non-equilibrium geometry from the OMol25 dataset. Energies are from ωB97M-V/def2-TZVPD.

Values from the calculation:
total energy: -5838.68132 Eh
energy above the lowest of the compared OMol25 structures with the same formula, charge and spin: 80.3 kJ/mol
HOMO-LUMO gap (spin up / spin down): 7.40 / 4.40 eV

Geometry as ORCA input:
```
! RIJCOSX wB97M-V def2-TZVPD def2/J DEFGRID3
* xyz 2 5
C -2.91615 -1.33700 -0.81503
H -2.18402 2.32961 -4.23057
H -0.98107 -0.58361 4.17204
P -1.15545 3.62050 -2.47222
H 2.08473 0.76470 -2.41089
C -2.44819 2.88276 -1.43762
Br 0.35550 -0.76458 -4.35549
H 2.97047 2.27865 3.01860
C -0.34997 -0.85098 3.32054
C 2.44359 -0.58190 -0.75357
H -1.07367 3.42777 2.61189
H 1.24930 3.20241 0.63857
C 0.21898 -1.98629 -1.80080
H 0.30489 -3.17382 -0.03877
H 0.13963 -1.80227 3.53710
C -3.23929 -0.53705 1.31706
H 7.25903 -5.48665 1.04428
H 3.46741 3.16050 1.55008
H -1.65169 4.63390 -5.14650
H -2.90399 0.11765 2.13754
C -1.18156 2.36397 2.87934
H -4.86029 -1.35737 2.48088
C 2.07270 -1.86622 -0.21026
C 1.78620 -0.16882 -1.93022
H -2.71588 1.90343 -1.85833
C -4.70990 -2.26357 0.51533
C 0.60462 3.64946 -2.07013
H -4.20672 3.82208 -0.50397
H -2.30797 -1.37924 -1.72283
P 0.05603 1.50684 1.82544
C -4.04472 -2.17265 -0.71088
H 2.14446 5.18040 -1.87605
H -0.61079 -2.57330 -2.19357
H 1.02642 3.62096 2.34163
H -4.33423 -2.78423 -1.56373
C -5.76641 -3.29797 0.76221
H -3.32241 4.89683 -1.59330
H 3.04591 1.43843 1.42994
H -1.01804 -1.02081 2.46046
C -1.07259 2.23161 4.40631
H -5.37022 -4.25410 1.13116
H -0.44027 1.96828 -4.06741
C -0.90661 3.81862 -5.18021
H 1.01891 0.77068 3.88587
H 3.82441 -2.18844 1.01281
H 5.54420 -3.66728 0.92129
H 0.54796 5.73561 -1.38953
H 1.83623 -4.46873 0.18730
C 5.24872 -4.69508 0.71721
H -1.49887 1.29078 4.76895
C 0.71758 0.18518 3.02717
H 4.55875 -8.36312 -0.18385
H 0.76524 3.18701 -1.08543
C -1.18839 2.77680 -4.08415
H -0.97838 3.35875 -6.16795
C -3.65038 3.85830 -1.44750
C -4.33937 -1.38404 1.52763
H 3.27468 -0.00299 -0.31271
C 0.88883 -1.03435 -2.58282
H -6.32827 -3.50711 -0.15016
C 2.78648 2.38465 1.93850
Fe 0.82964 -0.42798 0.62297
C 3.90807 -5.04125 0.40211
H 0.09020 4.26322 -5.08537
H -2.06318 2.73127 -0.41574
C 1.08589 5.11203 -2.11317
N -2.54899 -0.50461 0.16512
H -6.46050 -2.94240 1.52636
C 0.70244 -2.28367 -0.52189
H 1.13540 3.04931 -2.82184
C 4.73686 -7.31804 0.08665
H -0.04061 2.30097 4.76781
C 3.68668 -6.39921 0.03944
H 2.70144 -6.72456 -0.31089
C 2.83068 -4.04205 0.38848
C 2.98404 -2.68970 0.51413
C 1.34342 2.81109 1.66741
C 6.22857 -5.70224 0.75421
H 1.60830 -0.30557 2.59178
H -4.35935 3.61595 -2.24306
H -1.63571 3.04899 4.87828
N 5.97959 -6.97861 0.45776
H -2.18236 2.04664 2.53510
H 0.95342 5.56687 -3.10633
*
```

2.
Here is a molecular structure, C31H47ClN6OPS2SeW in a non-equilibrium geometry from the OMol25 dataset. Energies are from ωB97M-V/def2-TZVPD.

Values from the calculation:
total energy: -5679.39901 Eh
energy above the lowest of the compared OMol25 structures with the same formula, charge and spin: 383.1 kJ/mol
HOMO-LUMO gap (spin up / spin down): 6.08 / 5.17 eV

Geometry as ORCA input:
```
! RIJCOSX wB97M-V def2-TZVPD def2/J DEFGRID3
* xyz 1 3
H -3.39001 0.06587 3.94774
H -2.24533 2.52686 -3.20003
H -3.05597 -1.78570 2.22998
S -0.02569 -1.33392 -1.99038
H 2.30142 -0.53545 -2.49734
N -1.40698 1.08023 0.93509
H -1.72385 0.79480 -1.51449
H -2.82569 3.07771 3.82518
C -4.96309 0.99463 1.98685
C -2.83438 1.03620 0.85901
C -3.50203 1.01222 -0.36926
H -5.53145 0.95926 2.90995
H 3.44227 1.43523 0.78551
H -0.24007 -3.64367 0.00209
C 2.11027 2.65978 -1.95630
H -0.38577 -1.56186 1.55273
C -4.89328 0.99655 -0.39697
H 3.23068 -2.16970 1.42756
H -4.62087 -4.23399 1.21511
H -4.82849 -2.89859 -2.71944
H 3.41957 4.17457 -2.68242
H -1.55769 2.74033 2.31437
C 1.28540 2.67773 2.96656
H -0.24957 -0.15958 2.37392
H -3.81072 -4.03351 -0.84589
H -3.34641 -4.26745 2.44439
S -0.40149 0.72119 -4.18303
H -2.70697 2.06449 5.26564
N -0.37205 2.58278 -0.73975
Cl 4.80778 -0.36128 -3.72727
N 2.18018 -1.03331 -0.04679
H -2.57161 -5.47994 0.77936
H -4.33257 -1.70889 1.04318
H 1.41019 3.35609 -1.52627
Se -1.31478 4.99477 0.46522
P -2.28233 -2.38865 0.05133
C -3.52814 -2.35056 1.41933
H -5.40075 0.99263 -1.35598
H -1.53676 -2.68384 -5.99755
C 2.21150 -1.91000 1.13862
C -4.11292 -3.64600 1.98072
C 2.61225 1.75455 1.39756
C 0.51086 2.17568 1.95568
H 1.68615 -2.83248 0.88681
C -1.62393 -5.25039 0.29788
C -3.19728 2.16568 4.29693
H -1.87845 0.73257 3.35873
O -0.74798 -1.88978 -4.32033
H 2.33377 -1.60906 -0.86649
C -2.91448 2.43658 -2.34652
H 3.52256 2.65693 3.16930
C 2.62247 0.49158 -2.44366
C 1.49568 -1.20861 2.25224
H -0.26751 -1.45983 -6.29839
H -0.87689 -5.93872 0.69782
H -4.78420 -1.68421 -1.44132
C 4.13371 2.20471 -3.14967
C -0.42668 -0.81762 -3.61106
H -3.94074 2.55121 -2.70095
H -4.85276 -3.41403 2.74962
H -1.72250 -5.46115 -0.76602
C -1.17529 -3.80714 0.54717
H 1.37632 -1.87058 3.11290
H -0.95536 -3.68363 1.61507
C -4.16336 -2.30524 -2.09012
C 2.63810 2.39875 2.60933
H -2.50137 -3.66863 -1.96761
N 0.21629 -0.75641 1.70408
C -3.57621 1.00844 2.05592
W 0.11536 0.70997 -0.44217
C -2.77980 1.07498 -1.68020
H -6.71149 0.99557 0.73970
C -1.13595 -1.72165 -5.69732
C 3.24324 3.11071 -2.60992
C 3.79623 0.86667 -3.06132
H -2.70578 3.25151 -1.65678
H 2.06085 -0.33526 2.57354
H -3.16259 0.31247 -2.35453
C -2.94885 0.92330 3.43314
H -1.88356 -0.93780 -5.78594
H 2.96497 -0.39259 0.00596
H -3.58943 -1.65514 -2.75119
N 1.79536 1.36312 -1.84988
H -4.26405 2.30750 4.47123
H 0.93557 3.17988 3.85576
C -0.92115 2.28340 1.56569
C -3.23624 -3.22166 -1.29419
C -0.81244 3.24011 0.24984
C -5.62969 1.00116 0.77305
N 1.30931 1.59324 0.99795
H 5.04391 2.51850 -3.64341
*
```

3.
Here is a molecular structure, C31H47ClO2P2Pt in a non-equilibrium geometry from the OMol25 dataset. Energies are from ωB97M-V/def2-TZVPD.

Values from the calculation:
total energy: -2621.32673 Eh
HOMO-LUMO gap (spin up / spin down): 5.21 / 2.63 eV

Geometry as ORCA input:
```
! RIJCOSX wB97M-V def2-TZVPD def2/J DEFGRID3
* xyz 2 5
H 2.43599 1.94380 1.08650
C 0.69140 -1.31783 -4.79226
C 1.61564 -2.06991 -3.96964
H -0.75229 -3.11584 -1.31032
C -0.41533 -2.03977 -5.52279
H -3.15150 1.45432 2.78297
H -5.06260 0.64562 0.27678
C 2.64850 0.74391 -2.29108
H 3.62402 3.20362 7.18114
H 1.54989 -4.07238 -4.79427
O 1.27897 0.55053 2.64492
H 1.11063 -2.97541 0.41404
C 1.00134 1.03065 6.87265
C -0.45933 -2.93565 -2.35350
H 3.62090 1.64924 -0.24018
H 1.06441 -0.38581 -5.23832
C -1.25836 2.77588 0.20053
H -0.72162 2.34137 -3.18963
H -2.30535 -1.81524 -2.59306
C 2.56379 1.85681 -0.02535
H -1.96120 -3.42526 -4.81722
C 2.06423 -1.03569 0.09477
H -0.78735 3.98698 -2.54433
C -0.98572 -1.11265 2.74763
P -0.76570 -1.60081 1.00876
H -2.22046 1.00887 -3.31046
H -3.91264 -0.03061 1.43134
H -0.73901 -1.96776 3.39238
H 0.26994 0.51449 7.48254
C 1.02632 0.86126 5.48574
P 1.53882 0.52177 -0.81515
C 0.39162 -4.04948 -2.94117
H 2.61960 -1.65666 -3.86980
C -3.00395 1.28574 0.03457
C -1.55858 -3.26145 1.08701
H -0.05022 -2.94243 -6.04588
H -2.54537 3.11501 2.77006
H 3.59706 0.23922 -2.08633
H 2.22407 0.39469 -3.24359
H -3.22485 -0.12074 -2.38121
H -1.40811 1.77684 2.91123
C -2.22585 2.05514 0.94672
C -2.34058 2.09437 2.42282
C -4.03115 0.27269 0.38399
H 0.64635 3.13138 1.14572
Pt 0.25646 -1.03593 -2.80120
H -2.47341 -1.73773 -4.92874
C 2.89608 2.39726 5.31616
C -2.52081 1.55451 -1.27494
C -1.41270 -2.15020 -3.13418
C 1.56998 -3.56496 -3.82287
C 1.93740 1.88879 7.48082
H 0.47339 2.86408 -2.00035
H 2.51012 -3.86396 -3.33185
H 2.60125 -1.63023 -0.66011
O 2.50977 2.44542 2.59566
C 1.06005 -1.96616 0.85323
C -1.63774 -2.39232 -4.61709
H 0.85754 -4.60939 -2.11165
H -2.03419 -0.81049 2.88372
H 0.09707 4.43272 0.06104
H -0.65283 4.19499 1.65776
H -3.95519 -0.62442 -0.24290
H -1.99047 -3.49122 0.10372
H 2.28965 2.81438 -0.48882
H -0.27518 -4.74853 -3.47691
C -1.43188 2.45930 -1.17413
C -0.24038 3.67596 0.78214
H -2.37169 -3.20082 1.82017
H 3.61573 2.92751 4.69913
C 1.94625 1.56217 4.70000
H -3.90515 1.41002 -2.94390
H 1.39930 -2.04418 1.89686
C 1.90081 1.49557 3.20083
H -0.29946 -0.26347 2.94437
C -2.99699 0.93709 -2.53853
Cl 1.89764 2.10933 9.17413
C -0.58157 2.93917 -2.28550
C 2.89212 2.55617 6.70259
H 0.31788 0.18307 5.00397
H 2.86703 1.81617 -2.39148
H -0.84903 -4.04433 1.38245
H 2.80816 -0.67309 0.82317
H -0.77137 -1.33506 -6.28603
*
```

> Look up the total energy of the first one.

-5838.68132 Eh

> Which of these has the lowest total energy?

C31H47BrFeN2P2

> Which value of total energy does entry 2 give?

-5679.39901 Eh

> Which of these has the lowest total energy?

C31H47BrFeN2P2